ORCA calculation (wB97M-V/def2-TZVPD) on a molecular structure, C18H12I2N5O3S6V in a non-equilibrium geometry.

Element x y z (Å)
V  -1.09  -0.55  -0.63
C  -2.10  -1.73  3.83
C  -2.00  -0.53  4.52
C  -1.30  0.51  3.94
C  -0.72  0.33  2.68
N  -0.89  -0.80  1.97
C  -1.54  -1.80  2.57
N  0.10  1.39  2.28
C  0.67  1.45  1.14
N  0.54  0.65  0.04
C  1.55  0.95  -0.84
N  2.01  0.28  -1.85
C  1.62  -1.01  -2.08
C  2.35  -1.70  -3.07
C  2.18  -3.05  -3.24
C  1.29  -3.72  -2.40
C  0.55  -2.99  -1.51
N  0.67  -1.65  -1.36
C  2.27  2.16  -0.36
C  3.30  2.90  -0.90
C  3.77  3.98  -0.16
C  3.23  4.27  1.09
C  2.21  3.51  1.64
C  1.73  2.46  0.88
H  -2.62  -2.58  4.24
H  -2.46  -0.40  5.50
H  -1.16  1.46  4.43
H  -1.64  -2.70  1.98
H  3.04  -1.12  -3.66
H  2.74  -3.58  -4.00
H  1.12  -4.79  -2.48
H  -0.19  -3.45  -0.88
H  3.70  2.64  -1.87
H  4.56  4.60  -0.56
H  3.62  5.12  1.65
H  1.78  3.72  2.61
S  -1.34  0.61  -2.70
S  -0.49  2.46  -2.51
S  -1.23  3.21  -0.59
S  -2.27  1.62  0.12
I  -5.41  -0.10  -1.85
I  -7.48  0.58  -3.73
O  -2.07  -3.32  0.17
S  -2.93  -2.69  -0.85
O  -2.05  -2.06  -1.87
O  -3.96  -3.54  -1.38
S  -3.62  -0.97  0.03

Output
<S²>   2.051
Max |F|   1.489 eV/A
Relative energy (zero: lowest compared OMol25 entry of this formula, charge and spin)   42.9 kcal per mole
LUMO (alpha / beta)   4.07 / 4.07 eV
Charge   -2
Spin multiplicity   3
Gap between HOMO and LUMO (alpha / beta)   5.41 / 5.36 eV

Löwdin atomic charge list, values in e, 5 entries: 0.35 -0.08 -0.09 -0.03 -0.36

---

ORCA calculation (wB97M-V/def2-TZVPD) on a molecular structure, C18H13BF9IrN2O6S in a non-equilibrium geometry.

Element x y z (Å)
Ir  0.60  0.20  -0.60
F  3.11  -0.53  5.46
C  3.07  -0.31  4.15
C  1.86  -0.28  3.48
F  0.71  -0.49  4.14
C  1.86  -0.04  2.13
F  0.63  0.01  1.49
C  2.99  0.16  1.37
S  2.94  0.43  -0.35
C  4.20  0.14  2.07
F  5.34  0.34  1.41
C  4.24  -0.08  3.43
F  5.41  -0.08  4.07
O  0.66  0.26  -2.62
C  0.41  1.24  -3.33
C  0.24  2.59  -2.93
C  -0.03  3.55  -3.93
C  -0.15  4.86  -3.59
C  0.00  5.29  -2.26
C  0.27  4.38  -1.28
C  0.36  2.99  -1.57
O  0.59  2.20  -0.59
N  -0.45  5.84  -4.63
O  -0.52  5.45  -5.78
O  -0.61  7.00  -4.28
H  0.32  1.04  -4.40
H  -0.13  3.25  -4.96
H  -0.09  6.34  -2.04
H  0.41  4.68  -0.25
O  -2.52  -1.14  -1.76
C  -2.04  -1.43  -0.69
O  -1.25  -0.72  0.04
C  -2.36  -2.81  -0.08
N  -1.50  -3.01  1.14
C  -2.39  -3.23  2.32
C  -3.68  -2.53  1.91
C  -3.80  -2.90  0.43
H  -2.12  -3.56  -0.83
H  -1.00  -2.10  1.22
H  -0.79  -3.73  0.99
H  -1.93  -2.85  3.22
H  -2.56  -4.30  2.42
H  -3.57  -1.45  2.03
H  -4.53  -2.86  2.51
H  -4.45  -2.23  -0.13
H  -4.19  -3.91  0.33
F  0.32  -4.12  0.00
B  1.34  -3.18  0.24
F  1.00  -2.00  -0.56
F  1.25  -2.77  1.58
F  2.57  -3.63  -0.12

Output
Max |F|   2.200 eV/A
Relative energy (zero: lowest compared OMol25 entry of this formula, charge and spin)   19.6 kcal per mole
LUMO   -1.14 eV
Charge   0
Gap between HOMO and LUMO   7.28 eV

Löwdin atomic charge list, values in e, 5 entries: 1.35 0.13 -0.13 -0.14 0.13

---

ORCA calculation (wB97M-V/def2-TZVPD) on a molecular structure, C18H13Br2FeN2O2 in a non-equilibrium geometry.

Element x y z (Å)
Fe  -0.05  -1.37  -1.25
C  4.38  -1.09  -0.52
C  2.92  -1.12  -0.19
O  2.11  -1.10  -1.12
C  2.51  -1.14  1.22
C  3.44  -1.04  2.26
C  3.05  -0.98  3.59
C  1.70  -1.04  3.93
C  0.75  -1.20  2.95
C  1.11  -1.25  1.57
O  0.19  -1.39  0.69
H  4.51  -1.07  -1.60
H  4.89  -1.96  -0.11
H  4.85  -0.20  -0.09
H  4.49  -1.01  2.03
H  3.80  -0.89  4.36
H  1.40  -0.98  4.96
H  -0.30  -1.30  3.19
Br  -6.84  0.05  -0.90
C  -5.00  -0.33  -1.18
C  -4.57  -1.65  -1.32
C  -3.21  -1.86  -1.48
N  -2.32  -0.88  -1.49
C  -2.72  0.39  -1.36
C  -4.07  0.70  -1.21
C  -1.64  1.40  -1.34
C  -1.88  2.77  -1.32
C  -0.79  3.64  -1.26
Br  -1.06  5.51  -1.16
C  0.50  3.12  -1.26
C  0.64  1.75  -1.31
N  -0.39  0.91  -1.34
H  -5.26  -2.47  -1.30
H  -2.82  -2.87  -1.59
H  -4.42  1.72  -1.11
H  -2.88  3.17  -1.33
H  1.37  3.76  -1.23
H  1.62  1.29  -1.34

Output
<S²>   8.791
Max |F|   2.387 eV/A
LUMO (alpha / beta)   -7.01 / -9.70 eV
Charge   +2
Spin multiplicity   6
Gap between HOMO and LUMO (alpha / beta)   8.19 / 5.49 eV

Löwdin atomic charge list, values in e, 5 entries: 1.11 0.03 -0.32 -0.01 -0.05

---

ORCA calculation (wB97M-V/def2-TZVPD) on a single C18H13ClN2O2S molecule in a non-equilibrium geometry.

Element x y z (Å)
C  -1.90  2.93  -2.14
C  -0.91  3.70  -2.24
C  0.28  4.53  -1.82
O  1.17  3.70  -1.16
C  2.49  3.75  -1.50
O  3.05  4.67  -2.09
N  3.24  2.67  -1.17
C  3.01  1.83  -0.06
C  4.02  1.49  0.80
C  3.99  0.64  1.92
C  2.79  -0.02  2.22
C  2.64  -0.84  3.46
C  1.71  0.26  1.34
C  0.56  -0.54  1.43
N  -0.69  -0.15  1.73
C  -1.55  -1.18  1.54
C  -2.98  -1.12  1.71
C  -3.83  -2.10  1.19
Cl  -5.54  -1.84  1.28
C  -3.31  -3.32  0.73
C  -1.91  -3.47  0.69
C  -1.03  -2.49  1.15
S  0.74  -2.21  0.82
C  1.82  1.14  0.27
H  -2.78  2.36  -2.14
H  0.73  4.97  -2.66
H  -0.05  5.33  -1.10
H  4.21  2.84  -1.29
H  4.97  1.96  0.52
H  4.83  0.53  2.61
H  1.86  -0.53  4.20
H  2.38  -1.78  3.00
H  3.52  -1.03  4.05
H  -3.47  -0.23  2.09
H  -4.01  -4.03  0.37
H  -1.52  -4.34  0.22
H  1.01  1.48  -0.40

Output
Max |F|   5.713 eV/A
Relative energy (zero: lowest compared OMol25 entry of this formula, charge and spin)   1.9 kcal per mole
LUMO   0.00 eV
Charge   0
Gap between HOMO and LUMO   8.77 eV

Löwdin atomic charge list, values in e, 5 entries: 0.13 -0.04 -0.20 0.00 -0.50